# 1
{
  "formula": "C30H34F3O6S2",
  "method": "ωB97M-V/def2-TZVPD",
  "symbols": ["C", "C", "C", "C", "C", "C", "C", "C", "C", "F", "F", "F", "C", "C", "C", "C", "C", "C", "C", "O", "H", "H", "H", "H", "H", "H", "H", "H", "H", "H", "H", "H", "H", "H", "H", "H", "H", "H", "H", "H", "H", "C", "O", "C", "S", "C", "C", "C", "C", "C", "C", "O", "O", "S", "C", "C", "C", "C", "C", "C", "O", "O", "H", "H", "H", "H", "H", "H", "H", "H", "H", "H", "H", "H", "H"],
  "coordinates": [[5.20, -1.70, -0.04], [4.89, -0.97, 1.27], [4.85, -2.02, 2.38], [6.05, -0.01, 1.53], [3.57, -0.17, 1.20], [2.66, -0.16, 2.22], [1.43, 0.59, 2.22], [0.68, 0.66, 3.41], [-0.73, 0.88, 3.48], [-1.19, 0.93, 4.78], [-1.12, 2.05, 2.86], [-1.40, -0.14, 2.85], [1.11, 1.30, 1.00], [2.01, 1.43, -0.03], [1.77, 2.39, -1.22], [2.70, 3.60, -1.08], [0.32, 2.88, -1.23], [2.07, 1.74, -2.57], [3.34, 0.76, 0.08], [4.26, 1.03, -0.73], [5.29, -0.98, -0.86], [6.14, -2.25, 0.04], [4.41, -2.41, -0.28], [4.77, -1.56, 3.37], [4.01, -2.71, 2.23], [5.77, -2.61, 2.37], [5.89, 0.53, 2.47], [6.99, -0.56, 1.60], [6.12, 0.71, 0.72], [2.84, -0.73, 3.14], [1.19, 0.49, 4.35], [0.15, 1.82, 0.97], [3.74, 3.27, -1.12], [2.52, 4.30, -1.91], [2.52, 4.12, -0.13], [-0.36, 2.03, -1.36], [0.07, 3.41, -0.30], [0.17, 3.57, -2.06], [1.40, 0.88, -2.73], [1.90, 2.47, -3.37], [3.10, 1.40, -2.60], [-4.01, 0.52, 2.35], [-3.59, 0.95, 3.76], [-3.90, 1.93, 4.55], [-5.58, 1.78, 5.27], [-6.57, 1.12, 3.92], [-6.99, 1.98, 2.88], [-7.63, 1.40, 1.78], [-7.92, 0.03, 1.78], [-7.49, -0.80, 2.82], [-6.83, -0.25, 3.91], [-5.56, 0.84, 6.36], [-6.14, 3.11, 5.44], [-3.41, 3.71, 4.35], [-4.21, 4.89, 5.48], [-5.09, 5.81, 4.92], [-5.82, 6.66, 5.75], [-5.64, 6.61, 7.13], [-4.67, 5.77, 7.68], [-3.92, 4.93, 6.85], [-2.00, 3.92, 4.53], [-4.03, 3.93, 3.04], [-3.96, -0.56, 2.41], [-5.00, 0.89, 2.10], [-3.24, 0.91, 1.71], [-6.76, 3.05, 2.91], [-7.89, 2.04, 0.93], [-8.49, -0.39, 0.95], [-7.66, -1.87, 2.79], [-6.49, -0.86, 4.76], [-5.23, 5.82, 3.84], [-6.55, 7.34, 5.29], [-6.26, 7.23, 7.78], [-4.50, 5.76, 8.76], [-3.14, 4.28, 7.26]],
  "gap_ev": 3.1,
  "total_charge": -1,
  "e_homo_ev": -2.72,
  "e_lumo_ha": 0.0126
}

# 2
{
  "formula": "C2H4OS",
  "method": "ωB97M-V/def2-TZVPD",
  "symbols": ["C", "C", "H", "H", "H", "H", "O", "S"],
  "coordinates": [[-0.61, 0.10, -0.20], [0.75, 0.50, -0.30], [0.05, -1.68, 1.18], [-1.20, 0.67, -0.83], [-0.99, 0.62, 0.76], [0.97, 1.53, 0.05], [-0.88, -1.16, -0.40], [1.91, -0.60, -0.26]],
  "gap_ev": 7.0,
  "total_charge": 0,
  "de_lowest_kcal_mol": 139.7,
  "e_homo_ev": -9.00,
  "e_lumo_ha": -0.0742
}

# 3
{
  "formula": "C28H45ClN4SnTe",
  "method": "ωB97M-V/def2-TZVPD",
  "symbols": ["Sn", "Cl", "C", "C", "N", "H", "N", "H", "C", "C", "C", "H", "H", "H", "H", "H", "H", "C", "H", "H", "H", "C", "C", "H", "H", "C", "H", "C", "H", "H", "H", "H", "H", "C", "H", "C", "N", "H", "N", "H", "C", "C", "C", "H", "H", "H", "H", "H", "H", "C", "H", "H", "H", "C", "C", "H", "H", "C", "H", "C", "H", "H", "H", "H", "H", "C", "H", "C", "Te", "C", "C", "C", "C", "C", "C", "H", "H", "H", "H", "H"],
  "coordinates": [[-0.23, 0.06, 0.04], [0.30, 2.47, 0.10], [-1.10, -0.64, 4.36], [-1.17, -0.30, 2.15], [-0.94, 0.28, 3.36], [-1.77, -2.70, 4.28], [-1.72, -1.51, 2.46], [-0.87, -0.46, 5.39], [-0.48, 1.67, 3.66], [-0.54, 1.92, 5.16], [0.97, 1.82, 3.26], [0.17, 1.28, 5.71], [-0.24, 2.96, 5.35], [-1.55, 1.78, 5.57], [-0.97, 3.69, 3.17], [-2.39, 2.67, 3.43], [1.13, 1.60, 2.21], [-1.38, 2.69, 2.98], [1.60, 1.17, 3.88], [1.27, 2.87, 3.43], [-1.45, 2.54, 1.90], [-1.55, -1.76, 3.80], [-1.17, -3.63, 1.42], [-0.96, -4.15, 2.36], [-1.51, -4.37, 0.68], [-2.26, -2.58, 1.60], [-3.45, -2.74, -0.16], [-3.43, -3.23, 2.34], [-4.19, -2.49, 2.63], [-0.24, -3.18, 1.05], [-1.91, -1.92, -0.44], [-3.11, -3.79, 3.22], [-3.91, -3.95, 1.67], [-2.74, -2.02, 0.28], [-3.24, -1.06, 0.40], [0.76, 1.86, -5.63], [1.05, 1.75, -4.28], [-0.46, 0.55, -6.88], [-0.17, 0.07, -4.79], [1.12, 2.65, -6.25], [1.74, 2.81, -3.53], [2.54, 3.69, -4.47], [0.69, 3.68, -2.86], [1.88, 4.23, -5.16], [3.06, 4.44, -3.87], [3.29, 3.12, -5.03], [2.94, 2.88, -1.75], [3.59, 1.83, -3.03], [-0.01, 3.06, -2.28], [2.67, 2.14, -2.52], [0.14, 4.25, -3.62], [1.19, 4.38, -2.17], [2.19, 1.28, -2.04], [-0.03, 0.82, -5.94], [-2.48, -0.64, -4.53], [-2.83, -0.04, -5.39], [-3.13, -1.52, -4.44], [-1.05, -1.10, -4.74], [-1.25, -2.86, -3.57], [-0.96, -1.83, -6.08], [0.07, -2.10, -6.33], [-2.57, -0.03, -3.62], [-0.59, -1.48, -2.65], [-1.39, -1.24, -6.90], [-1.55, -2.75, -6.01], [-0.58, -2.00, -3.62], [0.43, -2.36, -3.83], [0.43, 0.67, -3.73], [2.22, -1.31, 0.70], [2.66, -1.40, 2.77], [1.95, -2.22, 3.67], [2.12, -2.03, 5.05], [3.01, -1.06, 5.54], [3.83, -0.37, 4.63], [3.69, -0.56, 3.25], [1.27, -2.98, 3.28], [1.56, -2.64, 5.76], [3.07, -0.86, 6.62], [4.59, 0.30, 5.01], [4.33, -0.05, 2.53]],
  "gap_ev": [1.4, 2.9],
  "total_charge": -2,
  "de_lowest_kcal_mol": 0.0,
  "e_homo_ev": [2.75, 1.22],
  "e_lumo_ha": [0.1510, 0.1505]
}

# 4
{
  "formula": "C3H3OS",
  "method": "ωB97M-V/def2-TZVPD",
  "symbols": ["C", "C", "C", "O", "S", "H", "H", "H"],
  "coordinates": [[0.01, 0.00, -0.13], [-0.55, -1.20, 0.10], [-0.76, 1.14, 0.05], [-2.03, 0.93, 0.08], [-2.75, -0.42, -0.02], [0.99, -0.11, -0.37], [-0.23, -2.28, 0.15], [-0.42, 2.13, -0.03]],
  "gap_ev": [6.6, 7.5],
  "total_charge": 1,
  "de_lowest_kcal_mol": 40.2,
  "multiplicity": 3,
  "e_homo_ev": [-13.17, -16.30],
  "e_lumo_ha": [-0.2412, -0.3226]
}

# 5
{
  "formula": "C4H8O2",
  "method": "ωB97M-V/def2-TZVPD",
  "symbols": ["C", "C", "C", "O", "C", "O", "H", "H", "H", "H", "H", "H", "H", "H"],
  "coordinates": [[-1.86, -0.26, 0.57], [-0.34, -0.06, 0.54], [0.37, -0.86, -0.48], [1.72, -0.57, -0.38], [1.73, 0.89, -0.39], [0.39, 1.32, -0.27], [-2.20, -0.67, 1.53], [-2.35, 0.70, 0.44], [-2.22, -0.95, -0.21], [0.10, 0.14, 1.51], [0.13, -1.89, -0.74], [-0.07, -0.20, -1.24], [2.34, 1.23, 0.46], [2.25, 1.18, -1.32]],
  "gap_ev": 10.2,
  "total_charge": 0,
  "de_lowest_kcal_mol": 79.5,
  "smiles": "C[C@H]1COCO1",
  "e_homo_ev": -9.17,
  "e_lumo_ha": 0.0392
}

# 6
{
  "formula": "C8H12F5P",
  "method": "ωB97M-V/def2-TZVPD",
  "symbols": ["C", "C", "C", "C", "C", "C", "C", "C", "F", "F", "F", "F", "F", "P", "H", "H", "H", "H", "H", "H", "H", "H", "H", "H", "H", "H"],
  "coordinates": [[-1.17, -0.55, 0.60], [0.06, 0.33, 0.24], [-0.98, -1.47, 1.90], [-2.32, -1.74, 2.55], [0.25, 1.41, 1.17], [-0.28, 1.09, -1.10], [1.31, -1.64, -0.97], [1.41, -0.34, -0.08], [-0.02, -1.03, 2.78], [-0.46, -2.58, 1.29], [-2.09, -2.59, 3.53], [-3.45, -1.99, 1.75], [1.28, 2.19, 0.97], [-0.42, 1.60, 2.84], [-1.91, 0.17, 0.76], [-1.48, -1.31, -0.13], [0.35, 1.93, -1.18], [-1.22, 1.59, -0.94], [-0.22, 0.56, -2.06], [0.36, -1.48, -1.48], [1.33, -2.43, -0.18], [2.22, -1.58, -1.63], [2.07, 0.29, -0.60], [1.93, -0.65, 0.84], [-1.59, 0.73, 2.73], [-1.06, 2.84, 2.54]],
  "gap_ev": [10.3, 6.2],
  "total_charge": 0,
  "de_lowest_kcal_mol": 82.1,
  "e_homo_ev": [-9.81, -7.21],
  "e_lumo_ha": [0.0193, -0.0382]
}

# 7
{
  "formula": "C8H10S",
  "method": "ωB97M-V/def2-TZVPD",
  "symbols": ["C", "C", "C", "S", "C", "C", "C", "C", "C", "H", "H", "H", "H", "H", "H", "H", "H", "H", "H"],
  "coordinates": [[-2.95, -2.62, -0.27], [-2.85, -1.41, -0.15], [-2.47, 0.43, 0.06], [-3.75, 1.39, 0.24], [-1.13, 0.82, -0.07], [-0.23, -0.17, -0.26], [1.25, -0.04, -0.33], [1.73, 1.36, -0.75], [1.76, -0.22, 1.09], [-2.96, -3.67, -0.21], [-0.99, 1.82, -0.10], [-0.51, -1.25, -0.40], [1.77, -0.76, -0.87], [2.85, 1.18, -0.89], [1.18, 1.83, -1.52], [1.56, 2.12, 0.01], [1.26, 0.43, 1.68], [2.84, -0.06, 1.30], [1.64, -1.16, 1.44]],
  "gap_ev": 8.1,
  "total_charge": 0,
  "de_lowest_kcal_mol": 134.0,
  "smiles": "C#CC(=S)/C=C/C(C)C",
  "e_homo_ev": -8.95,
  "e_lumo_ha": -0.0321
}

# 8
{
  "formula": "CH4FOP",
  "method": "ωB97M-V/def2-TZVPD",
  "symbols": ["C", "O", "F", "P", "H", "H", "H", "H"],
  "coordinates": [[-0.62, 0.10, 0.07], [-0.70, 1.46, 0.19], [1.85, -0.09, -0.76], [1.14, -0.37, 0.72], [-1.52, -0.38, 0.68], [-0.66, -0.17, -0.95], [-0.25, 1.82, -0.56], [0.77, -2.37, 0.61]],
  "gap_ev": 9.8,
  "total_charge": 0,
  "de_lowest_kcal_mol": 72.3,
  "e_homo_ev": -9.78,
  "e_lumo_ha": 0.0024
}